This record from the Open Molecules 2025 dataset describes a cluster of 7 separate species, C20H56IO9PS7 in total at a distorted geometry. The level of theory is wB97M-V/def2-TZVPD.

The geometry in XYZ format:
```
94
Properties=species:S:1:pos:R:3:lowdin_charge:R:1
C 4.347 0.512 0.101 -0.07
C 4.821 1.728 0.902 -0.39
C 6.201 2.232 0.418 -0.06
C 3.786 2.858 0.959 -0.16
C 3.071 3.188 -0.341 -0.33
C 3.908 4.030 -1.298 -0.05
C 1.784 3.955 -0.007 -0.24
O 0.681 3.337 -0.708 -0.42
P -0.742 4.013 -0.461 0.34
I -0.335 5.902 -2.046 0.44
S -1.290 2.400 1.000 0.47
C -2.115 1.088 0.106 -0.17
O -2.313 3.003 1.833 -0.41
O -0.150 1.900 1.739 -0.39
H 4.622 -0.392 0.634 0.07
H 3.270 0.481 0.008 0.07
H 4.802 0.466 -0.881 0.07
H 4.967 1.399 1.924 0.11
H 6.869 2.325 1.264 0.07
H 6.639 1.526 -0.272 0.07
H 6.132 3.208 -0.041 0.06
H 3.043 2.567 1.691 0.08
H 4.268 3.748 1.350 0.13
H 2.774 2.301 -0.888 0.13
H 3.283 4.506 -2.042 0.07
H 4.419 4.826 -0.771 0.09
H 4.654 3.429 -1.807 0.08
H 1.608 3.922 1.062 0.11
H 1.912 4.995 -0.297 0.08
H -0.978 4.872 0.623 0.01
H -1.789 3.564 -1.277 -0.01
H -1.714 0.974 -0.892 0.06
H -2.021 0.153 0.640 0.05
H -3.164 1.331 0.052 0.06
C -3.179 -3.300 2.406 -0.28
S -1.556 -3.672 3.071 0.80
O -1.747 -4.687 4.144 -0.54
C -1.311 -2.084 3.869 -0.25
H -3.538 -4.189 1.892 0.01
H -3.860 -3.043 3.217 0.06
H -3.110 -2.477 1.696 0.06
H -2.109 -1.899 4.587 0.06
H -1.290 -1.299 3.112 0.05
H -0.354 -2.112 4.386 0.03
C -1.330 -5.221 -2.287 -0.28
S -1.470 -4.210 -0.811 0.78
O -0.942 -2.857 -1.148 -0.56
C -0.191 -5.068 0.116 -0.28
H -2.017 -4.834 -3.033 0.03
H -0.313 -5.172 -2.672 0.06
H -1.598 -6.249 -2.050 0.06
H 0.749 -5.037 -0.434 0.06
H -0.497 -6.102 0.282 0.06
H -0.074 -4.568 1.073 -0.01
C 1.560 9.733 -2.654 -0.27
S 2.956 8.839 -3.352 0.79
O 3.190 7.655 -2.486 -0.58
C 4.197 10.064 -2.912 -0.27
H 0.673 9.116 -2.782 0.02
H 1.735 9.911 -1.593 0.06
H 1.432 10.675 -3.186 0.05
H 4.189 10.221 -1.834 0.06
H 3.987 10.996 -3.437 0.05
H 5.167 9.681 -3.222 0.05
C -3.136 -4.695 -6.787 -0.27
S -3.084 -6.290 -5.959 0.81
O -1.827 -6.323 -5.166 -0.56
C -2.792 -7.262 -7.442 -0.27
H -3.267 -3.929 -6.027 0.05
H -2.199 -4.530 -7.319 0.06
H -3.978 -4.674 -7.478 0.05
H -1.879 -6.920 -7.928 0.06
H -3.645 -7.163 -8.113 0.05
H -2.682 -8.302 -7.142 0.05
C -5.935 -5.700 3.322 -0.26
S -6.170 -5.043 1.664 0.78
O -6.388 -3.579 1.799 -0.54
C -7.781 -5.792 1.389 -0.27
H -4.991 -5.318 3.707 0.04
H -6.754 -5.373 3.962 0.06
H -5.893 -6.788 3.276 0.06
H -8.474 -5.457 2.161 0.06
H -7.682 -6.877 1.406 0.05
H -8.135 -5.471 0.412 0.05
C 2.566 -0.510 4.374 -0.25
S 2.608 1.286 4.295 0.79
O 3.961 1.710 4.745 -0.55
C 1.483 1.559 5.668 -0.26
H 3.245 -0.892 3.614 0.05
H 2.892 -0.840 5.361 0.06
H 1.553 -0.855 4.167 0.03
H 1.882 1.088 6.566 0.06
H 0.505 1.148 5.418 0.05
H 1.398 2.633 5.820 0.05
```

## Properties
LUMO energy in Eh: 0.0120
Calculated total energy in a.u.: -4898.89747
HOMO energy in eV: -8.63